1.
Below is a 10-piece molecular cluster, C50H117Br2N7O20 overall, with properties calculated with wB97M-V/def2-TZVPD.

Cartesian coordinates (Å):
C: 0.74 -8.61 -2.05
O: 1.74 -7.62 -2.14
C: 1.23 -6.30 -1.94
C: 2.32 -5.34 -2.31
N: 2.84 -5.55 -3.64
C: 4.07 -4.82 -3.82
C: 3.84 -3.31 -3.89
O: 3.85 -2.71 -2.61
C: 3.63 -1.33 -2.66
H: 0.25 -8.78 -3.01
H: 0.01 -8.35 -1.28
H: 1.19 -9.56 -1.75
H: 0.98 -6.18 -0.88
H: 0.32 -6.16 -2.55
H: 3.13 -5.46 -1.56
H: 1.97 -4.31 -2.22
H: 3.04 -6.55 -3.72
H: 4.49 -5.07 -4.80
H: 4.81 -4.99 -3.03
H: 2.88 -3.12 -4.41
H: 4.62 -2.85 -4.52
H: 3.80 -0.96 -1.65
H: 2.58 -1.11 -2.90
H: 4.33 -0.84 -3.34
C: -8.84 6.02 -1.34
O: -9.33 4.71 -1.10
C: -8.61 4.03 -0.12
C: -8.96 2.57 -0.15
N: -8.40 1.82 -1.26
C: -6.96 1.65 -1.22
C: -6.46 0.46 -2.04
O: -5.06 0.41 -1.97
C: -4.42 1.29 -2.86
H: -8.95 6.67 -0.46
H: -9.44 6.42 -2.16
H: -7.78 6.03 -1.62
H: -8.85 4.42 0.89
H: -7.52 4.18 -0.21
H: -10.04 2.44 -0.15
H: -8.62 2.14 0.80
H: -8.66 2.31 -2.12
H: -6.70 1.43 -0.18
H: -6.41 2.58 -1.45
H: -6.80 0.52 -3.08
H: -6.82 -0.44 -1.55
H: -4.25 0.78 -3.82
H: -3.50 1.61 -2.39
H: -5.01 2.20 -3.02
C: 5.55 -1.05 3.65
O: 4.36 -0.84 4.38
C: 4.62 -0.80 5.78
C: 3.33 -0.57 6.51
N: 2.59 -1.80 6.72
C: 2.02 -2.41 5.52
C: 0.87 -1.61 4.91
O: 0.44 -2.28 3.74
C: -0.54 -1.56 3.03
H: 5.99 -2.02 3.92
H: 6.28 -0.25 3.82
H: 5.31 -1.08 2.59
H: 5.31 0.03 5.99
H: 5.01 -1.78 6.11
H: 2.74 0.20 6.00
H: 3.57 -0.17 7.50
H: 1.91 -1.65 7.45
H: 1.58 -3.36 5.82
H: 2.80 -2.52 4.79
H: 1.19 -0.58 4.69
H: 0.01 -1.56 5.59
H: -0.13 -0.61 2.65
H: -1.36 -1.26 3.70
H: -0.95 -2.16 2.22
C: -4.20 4.22 -0.50
O: -3.12 3.35 -0.61
C: -1.87 4.00 -0.69
C: -1.61 4.67 -2.03
N: -1.29 3.69 -3.03
C: -1.30 4.13 -4.42
C: -0.08 4.97 -4.78
O: -0.21 6.25 -4.20
C: 1.00 7.01 -4.32
H: -4.46 4.71 -1.44
H: -4.01 5.02 0.24
H: -5.07 3.65 -0.16
H: -1.06 3.29 -0.48
H: -1.75 4.75 0.11
H: -0.80 5.39 -1.86
H: -2.44 5.37 -2.29
H: -1.83 2.85 -2.90
H: -2.20 4.73 -4.65
H: -1.34 3.24 -5.06
H: -0.01 5.09 -5.87
H: 0.80 4.44 -4.39
H: 0.74 8.00 -3.96
H: 1.27 7.07 -5.38
H: 1.81 6.53 -3.78
C: -4.30 -2.67 -1.92
O: -4.74 -4.00 -1.75
C: -4.17 -4.58 -0.61
C: -4.21 -6.09 -0.70
N: -5.52 -6.71 -0.59
C: -6.06 -6.76 0.77
C: -7.58 -7.00 0.72
O: -8.17 -5.92 0.05
C: -9.19 -6.31 -0.86
H: -3.23 -2.55 -2.09
H: -4.53 -2.09 -1.02
H: -4.83 -2.26 -2.78
H: -4.76 -4.24 0.26
H: -3.15 -4.22 -0.39
H: -3.49 -6.48 0.04
H: -3.75 -6.45 -1.63
H: -6.18 -6.16 -1.14
H: -5.97 -5.77 1.24
H: -5.57 -7.51 1.39
H: -7.90 -7.05 1.77
H: -7.75 -7.97 0.24
H: -9.89 -6.98 -0.37
H: -8.74 -6.81 -1.72
H: -9.69 -5.40 -1.18
C: 7.86 1.41 3.63
O: 6.50 1.41 4.00
C: 5.95 2.70 4.20
C: 4.68 2.51 5.01
N: 3.58 1.87 4.35
C: 3.04 2.58 3.21
C: 1.89 1.77 2.69
O: 2.20 0.37 2.56
C: 3.06 0.09 1.49
H: 8.01 1.52 2.55
H: 8.30 0.47 3.98
H: 8.41 2.18 4.20
H: 5.71 3.10 3.20
H: 6.62 3.41 4.69
H: 4.32 3.48 5.39
H: 4.97 1.92 5.88
H: 3.73 0.89 4.12
H: 3.77 2.82 2.42
H: 2.63 3.50 3.63
H: 1.40 2.08 1.76
H: 1.13 1.69 3.47
H: 3.10 -0.99 1.37
H: 4.09 0.45 1.68
H: 2.75 0.55 0.53
C: 8.14 2.67 -2.80
O: 6.91 1.99 -2.66
C: 6.24 1.78 -3.88
C: 4.83 1.39 -3.56
N: 4.09 2.42 -2.92
C: 2.74 2.02 -2.59
C: 2.04 3.15 -1.88
O: 2.66 3.33 -0.63
C: 2.39 4.62 -0.10
H: 8.46 2.99 -1.82
H: 8.05 3.51 -3.50
H: 8.94 2.00 -3.16
H: 6.75 1.01 -4.47
H: 6.23 2.74 -4.43
H: 4.87 0.46 -2.94
H: 4.33 1.02 -4.47
H: 4.58 2.73 -2.09
H: 2.79 1.18 -1.87
H: 2.22 1.76 -3.51
H: 0.97 2.93 -1.78
H: 2.19 4.06 -2.48
H: 2.80 4.61 0.92
H: 1.32 4.83 -0.06
H: 2.98 5.37 -0.63
Br: -0.06 4.54 2.89
C: -1.89 4.76 3.54
C: -2.75 3.69 2.91
Br: -1.99 1.93 3.14
H: -2.21 5.75 3.24
H: -1.86 4.73 4.62
H: -2.89 3.89 1.86
H: -3.70 3.69 3.43
C: 3.19 -3.42 0.72
C: 3.10 -3.42 2.26
O: 4.42 -3.78 2.67
C: 5.07 -4.36 1.63
O: 6.10 -4.90 1.71
O: 4.39 -4.20 0.48
H: 3.39 -2.42 0.33
H: 2.34 -3.86 0.24
H: 2.43 -4.22 2.59
H: 2.75 -2.50 2.69
C: -1.58 0.37 -0.27
C: -0.08 0.58 -0.09
O: 0.46 -0.71 -0.48
C: -0.53 -1.63 -0.46
O: -0.38 -2.78 -0.62
O: -1.74 -1.04 -0.32
H: -2.00 0.80 -1.18
H: -2.17 0.84 0.52
H: 0.18 0.89 0.92
H: 0.40 1.29 -0.77

**M**: 1296.3 g mol⁻¹
**HOMO-LUMO gap**: 0.2994 hartree
**SMILES string**: COCCNCCOC.COCCNCCOC.COCCNCCOC.COCCNCCOC.COCCNCCOC.COCCNCCOC.COCCNCCOC.O=C1OCCO1.O=C1OCCO1.BrCCBr



2.
Below is a 9-piece molecular cluster, C50H119N9 overall, with properties calculated with wB97M-V/def2-TZVPD.

Cartesian coordinates (Å):
C: 4.39 -0.82 3.40
C: 2.97 -1.30 3.74
C: 1.90 -0.61 2.74
C: 2.01 -0.98 1.37
N: 2.16 -1.01 0.27
H: 5.21 -1.43 3.90
H: 4.57 0.21 3.77
H: 4.51 -0.80 2.32
H: 2.67 -1.05 4.75
H: 2.90 -2.42 3.69
H: 1.91 0.47 2.76
H: 0.89 -0.84 3.11
C: -2.03 1.29 0.12
C: -0.90 1.26 -0.81
C: -0.43 2.77 -1.26
C: -1.52 3.36 -1.96
N: -2.56 3.63 -2.36
H: -2.32 0.28 0.38
H: -2.89 1.84 -0.32
H: -1.71 1.76 1.05
H: -1.23 0.76 -1.72
H: -0.09 0.78 -0.35
H: 0.46 2.63 -1.90
H: -0.17 3.44 -0.44
C: -2.29 -5.17 -3.32
C: -1.16 -4.81 -2.33
N: -0.87 -3.40 -2.25
C: 0.28 -3.08 -1.45
C: 1.56 -3.92 -1.89
C: -1.99 -2.51 -1.92
C: -2.61 -1.94 -3.21
H: -3.19 -4.59 -3.17
H: -2.55 -6.21 -3.13
H: -1.91 -5.01 -4.38
H: -1.56 -5.21 -1.42
H: -0.28 -5.30 -2.57
H: 0.44 -2.04 -1.53
H: 0.10 -3.32 -0.38
H: 1.82 -3.87 -2.95
H: 2.43 -3.54 -1.34
H: 1.55 -5.00 -1.58
H: -1.59 -1.61 -1.48
H: -2.74 -2.98 -1.28
H: -3.31 -2.63 -3.70
H: -1.81 -1.79 -3.86
H: -3.19 -1.05 -2.96
C: 1.07 0.08 -4.58
C: 2.15 0.50 -3.57
N: 3.44 0.96 -4.25
C: 4.69 0.84 -3.49
C: 5.13 -0.57 -3.11
C: 3.22 2.28 -4.75
C: 4.13 2.61 -5.93
H: 0.96 0.81 -5.38
H: 0.14 -0.03 -4.13
H: 1.38 -0.85 -5.06
H: 1.76 1.35 -2.90
H: 2.35 -0.38 -2.99
H: 5.41 1.32 -4.14
H: 4.68 1.36 -2.44
H: 5.38 -1.19 -4.01
H: 5.96 -0.55 -2.35
H: 4.37 -1.15 -2.52
H: 3.35 3.08 -4.08
H: 2.24 2.38 -5.18
H: 5.15 2.39 -5.74
H: 4.08 3.69 -6.21
H: 3.83 2.08 -6.80
C: -5.66 1.24 -0.13
C: -5.32 1.18 1.38
N: -5.66 0.07 2.19
C: -4.86 -1.04 1.81
C: -4.93 -2.16 2.88
C: -7.11 -0.14 2.38
C: -7.49 -0.15 3.89
H: -5.16 0.43 -0.69
H: -5.54 2.27 -0.50
H: -6.72 1.02 -0.35
H: -4.29 1.38 1.50
H: -5.86 2.05 1.83
H: -5.31 -1.45 0.84
H: -3.86 -0.60 1.71
H: -4.16 -2.92 2.66
H: -4.51 -1.82 3.90
H: -5.90 -2.58 2.91
H: -7.49 -1.14 1.97
H: -7.66 0.67 1.87
H: -8.57 0.14 3.91
H: -6.87 0.64 4.31
H: -7.29 -1.03 4.51
C: 1.18 2.29 -8.28
C: -0.30 2.58 -8.09
N: -0.60 3.04 -6.69
C: -0.28 4.46 -6.69
C: -0.24 5.16 -5.34
C: -1.99 2.90 -6.36
C: -2.38 1.44 -6.25
H: 1.82 3.18 -8.11
H: 1.35 1.95 -9.29
H: 1.63 1.57 -7.61
H: -0.60 3.42 -8.75
H: -0.92 1.69 -8.41
H: -1.00 5.07 -7.32
H: 0.74 4.58 -7.10
H: 0.51 4.75 -4.67
H: -1.26 5.16 -4.87
H: 0.04 6.23 -5.44
H: -2.19 3.37 -5.38
H: -2.62 3.45 -7.06
H: -3.48 1.40 -6.27
H: -1.91 0.87 -6.98
H: -2.17 1.03 -5.23
C: -2.02 0.77 3.97
C: -1.41 0.75 5.43
N: -0.63 -0.46 5.74
C: -1.61 -1.59 5.99
C: -0.94 -2.93 6.33
C: 0.24 -0.35 6.86
C: 1.30 0.80 6.68
H: -2.93 0.20 3.94
H: -1.34 0.31 3.24
H: -2.22 1.87 3.70
H: -0.81 1.62 5.61
H: -2.29 0.75 6.10
H: -2.23 -1.30 6.92
H: -2.16 -1.74 5.07
H: -0.30 -3.27 5.45
H: -0.36 -2.88 7.19
H: -1.70 -3.75 6.46
H: 0.74 -1.34 6.91
H: -0.30 -0.18 7.78
H: 2.06 0.75 7.41
H: 0.77 1.69 6.98
H: 1.72 0.84 5.68
C: 3.07 2.69 1.72
C: 2.14 3.73 2.43
N: 1.52 4.76 1.59
C: 2.40 5.54 0.68
C: 1.68 6.25 -0.51
C: 0.65 5.66 2.41
C: -0.53 4.91 2.89
H: 3.36 2.00 2.49
H: 4.02 3.09 1.35
H: 2.50 2.12 0.95
H: 1.32 3.18 2.97
H: 2.73 4.29 3.20
H: 2.83 6.37 1.28
H: 3.22 4.90 0.28
H: 0.88 7.02 -0.24
H: 2.43 6.68 -1.13
H: 1.10 5.56 -1.20
H: 0.34 6.49 1.73
H: 1.12 6.10 3.28
H: -0.89 4.23 2.06
H: -1.40 5.55 3.08
H: -0.30 4.27 3.85
C: 2.98 -7.48 3.69
C: 3.17 -5.99 3.87
N: 2.49 -5.12 2.90
C: 3.05 -5.16 1.56
C: 4.21 -4.19 1.61
C: 0.99 -5.21 2.96
C: 0.34 -3.87 2.80
H: 3.18 -7.88 2.68
H: 1.96 -7.66 4.00
H: 3.72 -7.98 4.32
H: 2.77 -5.70 4.87
H: 4.22 -5.70 3.74
H: 3.25 -6.26 1.21
H: 2.23 -4.74 0.97
H: 3.96 -3.14 1.75
H: 5.01 -4.38 2.34
H: 4.86 -4.25 0.73
H: 0.72 -5.63 3.89
H: 0.69 -5.92 2.12
H: -0.74 -3.98 2.88
H: 0.62 -3.43 1.87
H: 0.76 -3.16 3.53

**M**: 846.6 g mol⁻¹
**HOMO-LUMO gap**: 0.3183 hartree
**SMILES string**: CCN(CC)CC.CCN(CC)CC.CCN(CC)CC.CCN(CC)CC.CCN(CC)CC.CCN(CC)CC.CCN(CC)CC.CCCC#N.CCCC#N



What is the HOMO-LUMO gap in the second record?
0.3183 hartree